15
Properties=species:S:1:pos:R:3:forces:R:3 method="wB97M-V/def2-TZVPD" e_homo_ev=-8.384 total_charge=0 de_lowest_kcal_mol=106.5
C -0.239 1.253 0.345 -1.260 -0.239 -0.525
N -0.244 -0.025 0.806 0.745 0.084 0.248
N -1.588 -0.500 0.905 -0.719 0.835 -0.932
C 0.769 -0.964 0.523 -0.634 -0.291 -0.553
C 1.488 -1.040 -0.593 0.131 0.104 0.123
O -1.516 1.054 -1.074 1.161 0.718 0.422
O 0.907 1.877 0.059 -0.451 -0.293 -0.172
H -1.084 0.771 -1.888 0.078 0.030 0.056
H 1.620 1.238 -0.091 -0.079 -0.056 -0.035
H -0.969 1.886 0.835 0.120 0.039 -0.168
H -1.999 -0.124 -0.080 0.918 -1.351 1.826
H -1.554 -1.494 1.121 -0.169 0.278 -0.414
H 0.824 -1.748 1.271 0.136 0.083 0.062
H 1.377 -0.352 -1.420 -0.080 0.057 -0.013
H 2.209 -1.833 -0.718 0.102 0.003 0.075